Entry 1:
ORCA calculation (ωB97M-V with the def2-TZVPD basis set) on a structure of composition C23H23N4O5PtSe.

Geometry as ORCA input:
```
! wB97M-V def2-TZVPD RIJCOSX def2/J DEFGRID3
* xyz 1 5
Pt 0.65 0.19 -2.07
N 3.24 -1.52 -2.99
N 2.53 -0.27 -3.17
H 3.36 -1.66 -2.00
H 2.64 -2.26 -3.33
H 2.30 -0.21 -4.16
H 3.20 0.47 -3.00
Se -0.17 2.18 -3.18
C 1.21 3.35 -2.91
N 2.09 4.08 -2.74
O -3.62 1.79 -0.72
C -4.16 0.57 -1.00
C -5.51 0.30 -0.81
C -6.03 -0.94 -1.14
C -5.22 -1.92 -1.69
C -3.88 -1.66 -1.89
C -3.33 -0.43 -1.53
C -1.88 -0.21 -1.69
O -1.31 -0.57 -2.77
O -1.18 0.33 -0.79
H -4.33 2.38 -0.43
H -6.15 1.08 -0.41
H -7.08 -1.13 -0.98
H -5.63 -2.88 -1.97
H -3.22 -2.41 -2.32
C -1.95 2.74 2.80
C -0.58 2.33 2.35
C 0.42 3.29 2.19
C 1.70 2.96 1.74
C 2.00 1.66 1.42
C 1.00 0.67 1.59
N 1.27 -0.62 1.26
C 2.51 -1.25 1.16
C 3.53 -0.94 2.06
C 4.72 -1.64 2.02
C 4.88 -2.68 1.12
C 3.86 -3.01 0.24
C 2.68 -2.29 0.22
C 1.63 -2.63 -0.83
O 1.74 -3.68 -1.44
O 0.73 -1.72 -1.02
C -0.29 0.99 2.09
C -1.33 -0.05 2.39
H -2.02 3.82 2.88
H -2.20 2.31 3.77
H -2.70 2.40 2.09
H 0.20 4.32 2.43
H 2.45 3.73 1.61
H 2.96 1.39 1.01
H 0.48 -1.19 0.95
H 3.36 -0.20 2.83
H 5.51 -1.39 2.72
H 5.81 -3.24 1.10
H 3.95 -3.83 -0.46
H -0.97 -1.07 2.36
H -2.16 0.03 1.68
H -1.74 0.12 3.39
*
```

Molar mass in g mol⁻¹: 709.498
HOMO-LUMO gap (spin up / spin down) in eV: 8.1 / 5.1
Electronic energy in eV: -109005.826
Largest force on an atom in hartree/bohr: 0.009
<S²>: 6.055

These are the Löwdin partial charges, in e, on atoms 1 to 8:
1. Pt 1.028
2. N 0.019
3. N -0.154
4. H 0.044
5. H 0.091
6. H 0.101
7. H 0.099
8. Se 0.914

Entry 2:
ORCA calculation (ωB97M-V with the def2-TZVPD basis set) on a structure of composition C23H24BCaCl2N8O4 at a distorted geometry.

Geometry as ORCA input:
```
! wB97M-V def2-TZVPD RIJCOSX def2/J DEFGRID3
* xyz -1 1
Ca -0.10 0.21 0.20
C 0.32 -4.03 -1.66
C -0.40 -3.04 -0.96
N 0.37 -1.99 -0.72
N 1.58 -2.27 -1.25
C 1.58 -3.48 -1.82
B 2.77 -1.30 -1.09
N 2.94 -1.00 0.42
C 4.00 -1.28 1.20
C 3.66 -0.97 2.50
C 2.34 -0.51 2.42
N 1.92 -0.53 1.16
N 2.48 0.01 -1.86
C 3.28 0.61 -2.76
C 2.64 1.75 -3.20
C 1.43 1.77 -2.48
N 1.34 0.70 -1.69
H -0.02 -5.00 -2.00
H -1.42 -3.05 -0.61
H 2.46 -3.88 -2.30
H 3.77 -1.80 -1.51
H 4.92 -1.65 0.78
H 4.28 -1.08 3.38
H 1.69 -0.17 3.21
H 4.23 0.20 -3.03
H 3.00 2.48 -3.91
H 0.63 2.49 -2.50
Cl -4.67 1.64 6.07
C -3.70 1.11 4.71
C -4.18 0.07 3.90
C -3.41 -0.38 2.86
Cl -4.00 -1.63 1.82
C -2.09 0.13 2.58
O -1.36 -0.40 1.71
C -1.69 1.24 3.40
C -0.47 1.96 3.12
O 0.37 1.74 2.26
C -2.50 1.70 4.45
H -5.16 -0.36 4.08
H -0.31 2.83 3.80
H -2.15 2.52 5.06
O -2.28 -0.75 -1.15
C -2.79 -0.32 -2.16
C -2.16 0.69 -3.07
C -1.83 -0.04 -4.39
C -1.57 -1.56 -4.25
C -2.84 -2.45 -4.28
C -3.72 -2.33 -3.03
N -3.94 -0.93 -2.69
H -1.27 1.07 -2.58
H -2.84 1.53 -3.25
H -0.92 0.41 -4.81
H -2.62 0.11 -5.13
H -1.01 -1.76 -3.33
H -0.94 -1.88 -5.08
H -2.54 -3.49 -4.40
H -3.43 -2.18 -5.16
H -3.24 -2.80 -2.18
H -4.69 -2.82 -3.20
H -4.30 -0.41 -3.48
O -1.71 4.24 -1.13
C -1.39 3.15 -0.73
N -1.07 2.07 -0.35
*
```

Molar mass in g mol⁻¹: 598.293
HOMO-LUMO gap in eV: 7.7
Electronic energy in eV: -88520.588
Largest force on an atom in hartree/bohr: 0.039

These are the Löwdin partial charges, in e, on atoms 1 to 8:
1. Ca 1.295
2. C -0.075
3. C -0.161
4. N -0.020
5. N -0.034
6. C -0.093
7. B -0.519
8. N -0.037

Entry 3:
ORCA calculation (ωB97M-V with the def2-TZVPD basis set) on a structure of composition C23H24BN7O3PdS4 at a distorted geometry.

Geometry as ORCA input:
```
! wB97M-V def2-TZVPD RIJCOSX def2/J DEFGRID3
* xyz 0 5
Pd -1.84 -0.36 -0.30
N -3.56 2.89 2.12
C -3.23 1.74 1.50
S -2.88 1.85 -0.20
N -3.22 0.65 2.23
N -2.99 -0.48 1.60
C -2.85 -1.57 2.32
C -2.86 -2.87 1.77
C -2.67 -3.97 2.63
C -2.75 -5.25 2.17
C -3.02 -5.50 0.80
C -3.18 -4.47 -0.07
C -3.11 -3.10 0.35
O -3.29 -2.17 -0.47
H -3.43 3.76 1.63
H -3.73 2.88 3.11
H -2.78 -1.46 3.41
H -2.44 -3.78 3.68
H -2.61 -6.09 2.85
H -3.10 -6.52 0.45
H -3.36 -4.64 -1.13
C 1.26 -2.90 2.02
N 1.96 -2.30 0.90
C 3.24 -1.81 0.87
C 3.44 -1.30 -0.36
N 2.29 -1.47 -1.10
B 2.11 -1.11 -2.61
N 1.23 0.18 -2.78
C 1.71 1.44 -3.07
C 0.65 2.24 -3.35
N -0.48 1.47 -3.21
C -1.84 1.88 -3.49
C -0.10 0.22 -2.85
S -1.21 -1.10 -2.73
C 1.38 -2.05 -0.30
S -0.21 -2.57 -0.66
H 1.92 -2.90 2.89
H 0.96 -3.92 1.78
H 0.37 -2.32 2.24
H 3.91 -1.90 1.71
H 4.31 -0.84 -0.79
H 1.55 -2.01 -3.15
H 3.20 -0.86 -3.06
H 2.76 1.65 -3.06
H 0.62 3.28 -3.63
H -1.93 2.96 -3.35
H -2.52 1.37 -2.82
H -2.12 1.62 -4.51
O 4.65 5.43 0.63
C 3.59 5.14 -0.15
O 3.39 5.81 -1.13
C 2.71 4.01 0.26
C 1.52 3.83 -0.45
C 0.65 2.81 -0.13
C 0.95 1.91 0.90
S -0.13 0.64 1.37
C 2.14 2.10 1.62
C 3.00 3.13 1.30
H 4.68 4.87 1.41
H 1.30 4.52 -1.25
H -0.28 2.69 -0.66
H 2.37 1.42 2.43
H 3.91 3.22 1.89
*
```

Molar mass in g mol⁻¹: 691.991
HOMO-LUMO gap (spin up / spin down) in eV: 7.3 / 4.9
Electronic energy in eV: -88311.246
Largest force on an atom in hartree/bohr: 0.029
<S²>: 6.075

These are the Löwdin partial charges, in e, on atoms 1 to 8:
1. Pd 0.431
2. N 0.097
3. C -0.852
4. S 0.630
5. N -0.009
6. N -0.118
7. C -0.080
8. C -0.145

Entry 4:
ORCA calculation (ωB97M-V with the def2-TZVPD basis set) on a structure of composition C23H24Br5ILaN4O2S at a distorted geometry.

Geometry as ORCA input:
```
! wB97M-V def2-TZVPD RIJCOSX def2/J DEFGRID3
* xyz 1 1
La 0.13 -0.02 -0.18
C -2.91 1.54 0.30
C -2.31 1.96 1.65
N -0.92 1.49 1.82
C -0.65 0.89 3.13
C -1.34 -0.45 3.36
S -1.04 -1.74 2.10
C -2.67 -2.01 1.34
C -3.42 -0.78 0.86
N -2.65 0.12 0.01
H -3.99 1.75 0.32
H -2.46 2.13 -0.50
H -2.36 3.05 1.73
H -2.91 1.56 2.47
H -0.31 2.29 1.72
H 0.44 0.77 3.22
H -0.97 1.55 3.95
H -0.99 -0.85 4.31
H -2.41 -0.33 3.44
H -2.47 -2.70 0.52
H -3.29 -2.55 2.06
H -4.33 -1.12 0.35
H -3.77 -0.22 1.73
H -2.90 -0.04 -0.97
Br 0.22 3.73 -6.07
C 0.79 2.66 -4.62
C 1.96 1.92 -4.71
Br 3.03 2.01 -6.27
C 2.35 1.08 -3.66
Br 3.89 0.00 -3.75
C 1.56 0.99 -2.52
O 1.82 0.12 -1.57
C 0.43 1.83 -2.37
O -0.23 1.81 -1.25
C 0.03 2.61 -3.45
Br -1.58 3.58 -3.25
N -2.50 -4.42 -4.55
C -1.90 -3.59 -3.70
C -1.81 -2.21 -3.96
C -1.21 -1.38 -3.04
N -0.67 -1.81 -1.88
C -0.71 -3.14 -1.66
C -1.31 -4.04 -2.50
H -2.85 -4.10 -5.43
H -2.53 -5.41 -4.37
H -2.21 -1.79 -4.87
H -1.14 -0.31 -3.24
H -0.22 -3.49 -0.76
H -1.31 -5.09 -2.26
Br 2.48 2.29 4.04
C 3.80 0.93 4.05
C 4.45 0.66 5.24
C 5.43 -0.30 5.28
C 5.77 -1.00 4.13
C 5.11 -0.73 2.94
C 4.11 0.24 2.88
I 3.17 0.62 1.00
H 4.19 1.22 6.13
H 5.94 -0.51 6.21
H 6.55 -1.74 4.15
H 5.38 -1.27 2.05
*
```

Molar mass in g mol⁻¹: 1085.868
HOMO-LUMO gap in eV: 7.5
Electronic energy in eV: -404302.256
Largest force on an atom in hartree/bohr: 0.060

These are the Löwdin partial charges, in e, on atoms 1 to 8:
1. La 1.756
2. C -0.198
3. C -0.171
4. N -0.158
5. C -0.310
6. C -0.417
7. S 0.820
8. C -0.436

Entry 5:
ORCA calculation (ωB97M-V with the def2-TZVPD basis set) on a structure of composition C23H24FLaN7O3 at a distorted geometry.

Geometry as ORCA input:
```
! wB97M-V def2-TZVPD RIJCOSX def2/J DEFGRID3
* xyz 3 1
La -4.20 -0.44 0.13
F 2.99 -2.07 -0.68
C 2.38 -0.88 -0.54
C 1.04 -0.84 -0.37
C 0.38 0.39 -0.16
C -1.04 0.48 -0.01
O -1.83 -0.54 -0.04
C -1.57 1.77 0.18
C -0.77 2.87 0.18
N 0.55 2.79 0.06
C 1.34 4.02 0.00
C 2.28 4.34 1.13
C 1.02 5.14 0.95
C 1.17 1.55 -0.12
C 2.55 1.48 -0.32
C 3.19 0.27 -0.53
N 4.57 0.24 -0.75
C 5.26 -0.84 -1.44
C 5.96 -1.80 -0.49
N 6.90 -0.99 0.38
C 6.20 0.14 1.10
C 5.50 1.02 0.06
C -3.05 1.70 0.29
O -3.55 1.29 1.38
O -3.73 1.55 -0.77
H 0.47 -1.76 -0.39
H -1.17 3.87 0.28
H 1.64 4.29 -1.00
H 3.23 4.80 0.87
H 2.31 3.66 1.97
H 1.08 6.14 0.56
H 0.25 4.98 1.69
H 3.13 2.39 -0.36
H 6.01 -0.38 -2.10
H 4.59 -1.40 -2.09
H 6.55 -2.54 -1.02
H 5.26 -2.29 0.18
H 7.65 -0.61 -0.20
H 7.36 -1.60 1.06
H 6.94 0.69 1.68
H 5.48 -0.32 1.77
H 6.25 1.48 -0.59
H 5.00 1.83 0.59
N -8.30 -2.35 -0.37
C -8.86 -1.09 -0.49
C -7.82 -0.24 -0.37
N -6.64 -0.95 -0.19
C -6.99 -2.23 -0.19
C -5.97 -3.27 -0.04
N -4.70 -2.95 0.10
C -4.01 -4.15 0.18
C -4.88 -5.18 0.09
N -6.12 -4.60 -0.06
H -8.83 -3.21 -0.40
H -9.91 -0.93 -0.64
H -7.84 0.84 -0.42
H -2.94 -4.19 0.31
H -4.74 -6.25 0.11
H -6.99 -5.11 -0.15
*
```

Molar mass in g mol⁻¹: 604.395
HOMO-LUMO gap in eV: 8.3
Electronic energy in eV: -44370.899
Largest force on an atom in hartree/bohr: 0.080

These are the Löwdin partial charges, in e, on atoms 1 to 8:
1. La 2.357
2. F 0.081
3. C -0.177
4. C 0.099
5. C -0.046
6. C -0.267
7. O -0.194
8. C -0.042

Entry 6:
ORCA calculation (ωB97M-V with the def2-TZVPD basis set) on the molecule C23H24FN3O5S.

Geometry as ORCA input:
```
! wB97M-V def2-TZVPD RIJCOSX def2/J DEFGRID3
* xyz 0 1
O -2.12 -2.96 0.43
C -1.63 -1.87 0.23
N -0.58 -1.64 -0.58
H -0.20 -0.71 -0.71
C 0.14 -2.71 -1.24
C 1.60 -2.61 -0.93
C 2.34 -3.00 0.15
C 3.67 -2.59 -0.10
C 3.64 -1.97 -1.31
O 2.40 -1.97 -1.82
H 4.41 -1.51 -1.90
H 4.52 -2.75 0.52
H 1.97 -3.53 1.00
H -0.27 -3.66 -0.87
H 0.00 -2.64 -2.32
C -2.16 -0.62 0.95
N -1.96 0.63 0.25
C -0.97 1.43 0.69
O -0.29 1.15 1.67
C -0.67 2.74 -0.03
N 0.77 2.97 0.04
S 1.59 1.85 -0.93
O 0.67 0.78 -1.24
O 2.14 2.56 -2.05
C 2.93 1.22 0.07
C 4.23 1.45 -0.35
C 5.28 0.93 0.37
C 5.00 0.18 1.51
C 3.70 -0.05 1.93
C 2.65 0.47 1.20
H 1.63 0.31 1.51
H 3.52 -0.64 2.82
F 6.01 -0.34 2.21
H 6.31 1.09 0.08
H 4.38 2.03 -1.24
H 1.07 2.87 1.00
H -1.18 3.56 0.47
H -0.93 2.73 -1.09
C -2.67 0.89 -1.00
H -3.09 1.90 -0.95
H -1.94 0.86 -1.82
C -3.79 -0.09 -1.33
C -4.98 -0.02 -0.41
C -5.66 1.18 -0.22
C -6.77 1.25 0.61
C -7.21 0.11 1.26
C -6.55 -1.09 1.07
C -5.45 -1.15 0.24
H -4.93 -2.10 0.10
H -6.90 -1.99 1.57
H -8.07 0.16 1.91
H -7.28 2.18 0.75
H -5.34 2.07 -0.74
H -4.12 0.15 -2.34
H -3.40 -1.11 -1.34
H -3.22 -0.77 1.18
H -1.62 -0.55 1.90
*
```

Molar mass in g mol⁻¹: 473.526
HOMO-LUMO gap in eV: 9.1
Electronic energy in eV: -52501.172
SMILES: O=C(CN(CCc1ccccc1)C(=O)CNS(=O)(=O)c1ccc(F)cc1)NCc1ccco1
Largest force on an atom in hartree/bohr: 0.018

These are the Löwdin partial charges, in e, on atoms 1 to 8:
1. O 0.052
2. C -0.485
3. N 0.105
4. H 0.087
5. C -0.072
6. C -0.260
7. C -0.014
8. C -0.072